No. 1
Molecular formula: C31H42N2O12P2S
Method: DFT, wB97M-V/def2-TZVPD

Structure (ORCA input):
```
! wB97M-V def2-TZVPD RIJCOSX def2/J DEFGRID3
* xyz 0 1
C 5.976 4.053 -1.187
C 4.505 3.365 -1.095
C 3.543 4.097 -2.169
O 2.506 4.807 -1.409
C 1.242 4.176 -1.635
C 1.049 2.660 -1.246
C -0.326 1.987 -1.538
C -1.435 2.860 -2.210
C -1.263 4.367 -2.573
C 0.101 5.056 -2.281
C -2.548 5.112 -3.218
O -2.459 5.965 -4.150
C -3.968 4.636 -2.593
C -5.157 5.590 -2.285
O -4.999 7.019 -2.545
C -4.308 7.560 -1.404
N -3.651 7.765 -0.399
C -6.484 5.001 -1.662
C -6.643 3.458 -1.348
N -7.864 2.852 -0.767
C -7.691 2.698 0.533
S -7.780 3.055 2.169
C -5.442 2.512 -1.660
C -4.142 3.119 -2.263
C -2.860 2.171 -2.554
O -2.936 0.986 -2.976
H 6.020 4.832 -0.343
H 6.152 4.605 -2.189
H 6.763 3.226 -1.090
H 4.075 3.593 -0.045
H 4.533 2.221 -1.196
H 3.125 3.315 -2.896
H 4.102 4.881 -2.812
H 1.874 2.011 -0.780
H -0.530 0.885 -1.269
H 0.275 6.167 -2.530
H -7.350 5.713 -1.408
H -5.435 1.381 -1.445
O 4.615 0.022 1.468
P 4.785 -1.360 0.822
O 3.246 -1.441 0.211
C 2.972 -0.723 -0.983
C 3.615 -1.380 -2.191
O 4.578 -2.179 2.253
C 4.879 -1.571 3.505
C 3.624 -0.981 4.123
O 5.092 -2.871 0.076
C 4.647 -4.124 0.594
C 3.144 -4.269 0.731
H 3.306 0.314 -0.881
H 1.886 -0.712 -1.111
H 4.707 -1.324 -2.130
H 3.301 -0.887 -3.114
H 3.350 -2.439 -2.246
H 5.671 -0.825 3.399
H 5.271 -2.352 4.162
H 3.078 -0.345 3.424
H 3.869 -0.393 5.011
H 2.936 -1.780 4.414
H 5.160 -4.346 1.535
H 4.993 -4.881 -0.118
H 2.730 -3.603 1.491
H 2.885 -5.291 1.022
H 2.640 -4.037 -0.211
O -1.707 -1.591 1.957
P -1.477 -2.957 1.295
O -3.004 -3.076 0.663
C -3.275 -2.354 -0.533
C -2.593 -2.985 -1.733
O -1.687 -3.792 2.717
C -1.422 -3.187 3.978
C -2.702 -2.632 4.579
O -1.133 -4.461 0.549
C -1.559 -5.726 1.056
C -3.060 -5.910 1.179
H -2.969 -1.310 -0.417
H -4.358 -2.369 -0.680
H -1.505 -2.902 -1.652
H -2.903 -2.492 -2.658
H -2.831 -4.049 -1.802
H -0.647 -2.420 3.891
H -1.021 -3.962 4.637
H -3.251 -2.006 3.876
H -2.486 -2.045 5.475
H -3.373 -3.451 4.853
H -1.051 -5.942 2.001
H -1.189 -6.470 0.343
H -3.497 -5.260 1.939
H -3.292 -6.940 1.461
H -3.561 -5.686 0.234
*
```

Properties
Maximum force   9.3 eV/A
Energy   -3299.1622 Ha
Kohn-Sham gap   0.25415 Ha
E_LUMO   -2.053 eV

List of Mulliken charges in e, atom by atom: C -1.0782; C 0.3353; C -0.5241; O -0.4625; C 0.1855; C 0.0485; C -0.6769; C 0.2482; C 0.6634; C -0.8164; C 0.1790; O -0.4993; C 0.4178; C 0.1719; O -0.3392; C 0.4095; N -0.4030; C -0.4828; C 0.2742; N -0.4951; C 0.3609; S -0.1444; C -0.6156; C 0.4352; C 0.1499; O -0.5348; H 0.2626; H 0.3075; H 0.3127; H 0.2902; H -0.3058; H 0.3570; H 0.3317; H 0.2340; H 0.3338; H 0.3500; H 0.3664; H 0.3404; O -0.7214; P 1.1637; O -0.2494; C 0.7198; C -1.2267; O -0.3686; C -0.3570; C -1.0642; O -0.4260; C -0.3183; C -0.7445; H -0.5363; H 0.1297; H 0.2995; H 0.4665; H 0.2511; H 0.3244; H 0.3390; H 0.2671; H 0.3900; H 0.2721; H 0.2681; H 0.3712; H 0.1585; H 0.4567; H 0.1578; O -0.7021; P 1.2843; O -0.3804; C -0.3848; C -1.0286; O -0.3982; C -0.3409; C -1.1573; O -0.3848; C -0.1670; C -0.9703; H 0.3133; H 0.3024; H 0.2376; H 0.4270; H 0.2496; H 0.2891; H 0.3574; H 0.2922; H 0.3717; H 0.3049; H 0.2861; H 0.3695; H 0.2118; H 0.4049; H 0.2024

=====

No. 2
Molecular formula: C6H13ClN
Method: DFT, wB97M-V/def2-TZVPD

Structure (ORCA input):
```
! wB97M-V def2-TZVPD RIJCOSX def2/J DEFGRID3
* xyz 1 1
C -0.048 -0.861 -0.062
C 1.455 0.624 2.323
C -0.676 1.754 1.665
C -0.442 -2.165 -2.043
C -0.708 0.239 -2.081
C 0.586 1.141 1.273
N -0.347 -0.921 -1.305
Cl 0.429 -2.277 0.822
H 2.214 1.467 2.505
H 2.227 -0.170 1.995
H 1.081 0.356 3.295
H -0.512 2.764 1.974
H -1.108 0.983 2.363
H -1.406 1.806 0.824
H 0.231 -2.993 -1.744
H -0.168 -2.053 -3.192
H -1.422 -2.577 -2.036
H -1.659 -0.117 -2.667
H 0.108 0.382 -2.775
H -0.864 1.097 -1.376
H 1.028 1.522 0.242
*
```

Properties
Maximum force   4.0 eV/A
Energy   -750.9779 Ha
Kohn-Sham gap   0.32821 Ha
E_LUMO   -4.567 eV

List of Mulliken charges in e, atom by atom: C 0.2763; C -1.1675; C -0.9452; C -0.9718; C -0.8498; C 0.2720; N 0.0409; Cl -0.1387; H 0.3557; H 0.3536; H 0.3698; H 0.3739; H 0.3187; H 0.2895; H 0.3415; H 0.3126; H 0.4105; H 0.3582; H 0.3589; H 0.2391; H 0.4020

=====

No. 3
Molecular formula: CH2NO2PS2
Method: DFT, wB97M-V/def2-TZVPD

Structure (ORCA input):
```
! wB97M-V def2-TZVPD RIJCOSX def2/J DEFGRID3
* xyz 0 1
C -1.870 1.494 -0.539
N 1.773 -0.128 0.085
O -2.977 1.627 -0.332
O -0.743 1.310 -0.615
P 0.236 -0.805 0.285
S -0.533 -0.716 2.066
S -0.419 -1.830 -1.231
H 2.238 -0.654 -0.651
H 2.296 -0.297 0.932
*
```

Properties
Maximum force   2.5 eV/A
Energy   -1382.3456 Ha
Kohn-Sham gap   0.32316 Ha
E_LUMO   -0.518 eV

List of Mulliken charges in e, atom by atom: C 0.7351; N -0.5420; O -0.3045; O -0.4060; P 0.5689; S -0.3157; S -0.3216; H 0.2859; H 0.2999

=====

No. 4
Molecular formula: C3H4O3
Method: DFT, wB97M-V/def2-TZVPD

Structure (ORCA input):
```
! wB97M-V def2-TZVPD RIJCOSX def2/J DEFGRID3
* xyz 0 1
O -2.209 -0.574 -0.513
C -1.074 -0.236 -0.351
C 0.117 -1.060 0.116
O 1.219 -0.175 0.008
C 0.646 1.114 0.063
O -0.624 1.023 -0.553
H 0.279 -1.910 -0.546
H -0.092 -1.439 1.133
H 1.200 1.887 -0.479
H 0.539 1.369 1.122
*
```

Properties
Maximum force   0.6 eV/A
Energy   -342.4226 Ha
Kohn-Sham gap   0.42214 Ha
SMILES   O=C1COCO1
E_LUMO   0.789 eV

List of Mulliken charges in e, atom by atom: O -0.5400; C 0.5244; C -0.1564; O -0.3520; C -0.1056; O -0.3147; H 0.2414; H 0.2310; H 0.2020; H 0.2700

=====

No. 5
Molecular formula: C6H8S
Method: DFT, wB97M-V/def2-TZVPD

Structure (ORCA input):
```
! wB97M-V def2-TZVPD RIJCOSX def2/J DEFGRID3
* xyz 0 1
C 1.083 -0.009 0.840
C 0.768 0.676 -0.452
C -0.680 1.129 -0.191
C -1.210 -0.167 0.501
C 0.047 -1.026 0.433
C 0.567 -0.752 -0.930
H 1.392 1.468 -0.895
H -1.290 1.360 -1.067
H -0.664 2.060 0.410
H -1.645 0.012 1.488
H -2.050 -0.564 -0.076
H 0.073 -2.024 0.861
H 1.512 -1.333 -1.125
H -0.132 -0.934 -1.765
S 2.228 0.104 1.968
*
```

Properties
Maximum force   3.4 eV/A
Energy   -631.5473 Ha
Kohn-Sham gap   0.32056 Ha
E_LUMO   0.310 eV

List of Mulliken charges in e, atom by atom: C 0.0225; C -0.2647; C -0.6541; C -0.7652; C -0.2575; C -0.4986; H 0.4388; H 0.2977; H 0.3204; H 0.3259; H 0.3260; H 0.4665; H 0.2817; H 0.2794; S -0.3188

=====

No. 6
Molecular formula: C11H11N3
Method: DFT, wB97M-V/def2-TZVPD

Structure (ORCA input):
```
! wB97M-V def2-TZVPD RIJCOSX def2/J DEFGRID3
* xyz 0 3
C -2.325 -0.946 0.582
C -1.223 -1.677 0.476
C 1.362 -1.478 0.820
C -2.608 0.507 0.577
C 1.504 1.825 0.013
C 0.105 -1.152 0.240
C 2.306 -0.506 0.386
C 1.552 0.484 -0.634
C -0.518 1.359 1.016
C 0.175 -0.083 -0.639
C -0.747 0.075 -1.785
N -1.784 1.495 0.709
N 0.498 2.209 0.672
N 3.541 -0.471 0.728
H -3.194 -1.481 0.687
H -1.520 -2.676 0.245
H 1.382 -2.186 1.571
H -3.593 0.685 0.395
H 2.277 2.561 -0.043
H 1.999 0.303 -1.617
H -0.118 0.619 1.772
H -0.351 -0.505 -2.672
H -0.996 1.081 -2.283
H -1.603 -0.506 -1.518
H 3.878 0.462 0.301
*
```

Properties
Maximum force   4.1 eV/A
<S²>   2.055
Energy   -589.8180 Ha
Kohn-Sham gap (spin up / spin down)   0.25627 / 0.27674 Ha
E_LUMO (spin up / spin down)   0.405 / -1.551 eV

List of Mulliken charges in e, atom by atom: C -0.5010; C -0.9433; C -1.0426; C -0.5264; C -0.2914; C 1.1462; C 0.4350; C 0.4347; C 0.1232; C 0.0775; C -1.4988; N -0.5431; N -0.4917; N -0.7914; H 0.3738; H 0.2573; H 0.5321; H 0.4781; H 0.4628; H 0.4244; H 0.5545; H 0.3651; H 0.2544; H 0.4678; H 0.2427

=====

Molecular weight in g mol⁻¹, matching the order above: 728.69 134.63 155.14 88.06 112.20 185.23
Energy above the lowest of the compared OMol25 structures with the same formula, charge and spin in eV, matching the order above: 13.628 2.618 0.000 0.907 1.193 0.000